No. 1
Below is C7H11N3O as an isolated structure at a distorted geometry, with properties calculated with ωB97M-V/def2-TZVPD.

Results
- Relative energy (zero: lowest compared OMol25 entry of this formula, charge and spin): 966.92 kJ/mol
- Electronic energy: -13945.549 eV
- Net charge: 0
- Multiplicity: 1
- HOMO-LUMO gap: 9.153 eV
- LUMO: 0.113 eV

XYZ file:
```
22
C7H11N3O, DFT ωB97M-V/def2-TZVPD
C -0.011 2.934 0.081
C -0.441 1.466 -0.230
C -2.967 -1.251 0.012
C -0.438 -0.662 0.060
C -0.187 -2.182 0.440
C 0.458 0.440 -0.032
C 1.743 0.509 0.445
H -0.783 3.548 -0.231
H 0.082 2.790 1.230
H 1.080 3.612 -0.312
H -3.045 -1.932 -1.038
H -3.925 -0.456 0.265
H -2.445 -1.722 1.365
H -0.485 -2.693 -0.337
H 0.900 -2.301 0.076
H -0.198 -2.700 1.530
H 1.805 0.968 1.517
H 1.583 -1.029 -0.847
N -1.797 1.133 -0.247
N -1.697 -0.276 -0.272
N 2.837 -0.335 0.342
O 2.636 -1.157 -0.830
```

Here are the natural (NBO) charges for atoms 1 to 8, given in e: number 1, C, carries -0.637; number 2, C, carries 0.199; number 3, C, carries -0.460; number 4, C, carries 0.236; number 5, C, carries -0.689; number 6, C, carries -0.338; number 7, C, carries -0.016; number 8, H, carries 0.223

***

No. 2
Below is a 2-piece molecular cluster, C7H11N3O3 overall at a distorted geometry, with properties calculated with ωB97M-V/def2-TZVPD.

Results
- Relative energy (zero: lowest compared OMol25 entry of this formula, charge and spin): 326.61 kJ/mol
- SMILES string: O=c1cc[nH]c(=O)[nH]1.CNC(C)=O
- Electronic energy: -18047.534 eV
- Net charge: 0
- Multiplicity: 1
- HOMO-LUMO gap: 9.720 eV
- LUMO: 0.208 eV

XYZ file:
```
24
C7H11N3O3, DFT ωB97M-V/def2-TZVPD
O 0.349 2.253 -0.805
C 0.930 1.233 -0.344
C 0.163 0.093 -0.244
C 0.627 -1.092 -0.031
N 2.020 -1.336 0.223
C 2.864 -0.189 0.262
O 4.026 -0.384 0.399
N 2.242 1.059 -0.003
H -0.760 0.212 -0.649
H 0.179 -2.108 -0.325
H 2.489 -2.388 -0.081
H 2.876 1.812 -0.357
C -1.932 -1.738 -1.088
N -2.742 -0.515 -0.648
C -2.508 -0.058 0.610
C -2.927 1.386 0.567
O -2.082 -0.575 1.585
H -1.514 -2.150 -0.229
H -2.548 -2.492 -1.701
H -1.138 -1.290 -1.672
H -2.693 0.311 -1.488
H -3.073 1.698 -0.586
H -2.359 2.192 1.026
H -3.756 1.592 1.233
```

Here are the natural (NBO) charges for atoms 1 to 8, given in e: number 1, O, carries -0.611; number 2, C, carries 0.630; number 3, C, carries -0.410; number 4, C, carries 0.115; number 5, N, carries -0.646; number 6, C, carries 0.792; number 7, O, carries -0.579; number 8, N, carries -0.637

***

What did the second record say?
Below is a 2-piece molecular cluster, C7H11N3O3 overall at a distorted geometry, with properties calculated with ωB97M-V/def2-TZVPD.

Results
- Relative energy (zero: lowest compared OMol25 entry of this formula, charge and spin): 326.61 kJ/mol
- SMILES string: O=c1cc[nH]c(=O)[nH]1.CNC(C)=O
- Electronic energy: -18047.534 eV
- Net charge: 0
- Multiplicity: 1
- HOMO-LUMO gap: 9.720 eV
- LUMO: 0.208 eV

XYZ file:
```
24
C7H11N3O3, DFT ωB97M-V/def2-TZVPD
O 0.349 2.253 -0.805
C 0.930 1.233 -0.344
C 0.163 0.093 -0.244
C 0.627 -1.092 -0.031
N 2.020 -1.336 0.223
C 2.864 -0.189 0.262
O 4.026 -0.384 0.399
N 2.242 1.059 -0.003
H -0.760 0.212 -0.649
H 0.179 -2.108 -0.325
H 2.489 -2.388 -0.081
H 2.876 1.812 -0.357
C -1.932 -1.738 -1.088
N -2.742 -0.515 -0.648
C -2.508 -0.058 0.610
C -2.927 1.386 0.567
O -2.082 -0.575 1.585
H -1.514 -2.150 -0.229
H -2.548 -2.492 -1.701
H -1.138 -1.290 -1.672
H -2.693 0.311 -1.488
H -3.073 1.698 -0.586
H -2.359 2.192 1.026
H -3.756 1.592 1.233
```

Here are the natural (NBO) charges for atoms 1 to 8, given in e: number 1, O, carries -0.611; number 2, C, carries 0.630; number 3, C, carries -0.410; number 4, C, carries 0.115; number 5, N, carries -0.646; number 6, C, carries 0.792; number 7, O, carries -0.579; number 8, N, carries -0.637